1.
C26H43N2O2P2SiZr | ωB97M-V with the def2-TZVPD basis set

The geometry in ORCA input format:
```
! wB97M-V def2-TZVPD RIJCOSX def2/J DEFGRID3
* xyz 1 1
C 4.15371 -0.64666 1.03539
C 2.89784 -0.02388 0.87796
N 2.01159 -0.48575 -0.05857
C 2.49924 -1.24771 -1.07112
C 3.75160 -1.83479 -0.98852
C 4.56998 -1.59733 0.09456
C 2.60876 1.21424 1.64192
P 0.76775 1.73688 1.80386
Zr -0.22202 0.07600 0.13122
P 0.28589 -0.19806 -2.43293
C 1.62039 -1.47914 -2.28039
C -1.34526 1.97254 -0.62808
C -2.65935 1.83833 -0.13300
C -3.65958 2.75806 -0.46963
C -3.37187 3.83368 -1.31979
C -2.07345 3.99854 -1.79124
C -1.05273 3.08574 -1.42319
O 3.94933 3.06819 0.64014
O 3.02506 2.57069 -1.50948
H 4.72059 -0.43559 1.95589
H 4.05840 -2.46340 -1.80776
H 5.52749 -2.11672 0.21719
C 0.59790 1.74506 3.63859
C 1.04874 3.50807 1.53085
H 2.25629 -1.46943 -3.17605
H 1.15869 -2.47007 -2.19790
H 3.19025 1.94504 1.29473
H 2.94774 1.20790 2.69108
C -0.82223 -0.99813 -3.64992
C 1.24717 0.99616 -3.43004
H -2.92246 0.98834 0.53432
H -4.67959 2.63405 -0.07599
H -4.17147 4.53901 -1.60739
H -1.84316 4.84187 -2.45066
H -0.03252 3.25998 -1.77561
H 2.05493 2.37376 -0.90846
H 2.87729 3.42188 -1.91597
H 3.45141 2.85866 -0.30198
H 4.82317 2.69357 0.31451
H 1.07468 1.64961 -0.46110
H 1.41619 2.38571 4.06185
H -0.40405 2.17838 3.87253
H 0.65352 0.72046 4.06750
H 1.22537 3.90790 2.54491
H 1.96191 3.65528 0.92347
H 0.18193 4.00343 1.06758
H 1.58754 0.45031 -4.31567
H 0.55169 1.76341 -3.76877
H 2.05058 1.45946 -2.83908
H -0.28058 -1.17772 -4.59270
H -1.20621 -1.94917 -3.24939
H -1.68003 -0.33271 -3.83136
C -2.63084 -0.29716 3.23153
Si -1.73854 -1.73664 2.43660
C -0.14163 -2.14423 3.27530
C -2.85340 -3.23167 2.43893
N -1.44188 -1.39522 0.75160
C -1.74267 -2.33027 -0.31707
C -0.87199 -3.40746 -0.57662
C -1.31892 -4.43236 -1.40176
C -2.58382 -4.35448 -2.00387
C -3.40722 -3.21487 -1.81598
C -2.94735 -2.16498 -1.00927
H -1.95729 0.50117 3.54833
H -3.32943 0.09685 2.49140
H -3.20121 -0.63192 4.10367
H -0.39381 -2.30415 4.33646
H 0.23696 -3.08904 2.85393
H 0.63445 -1.36657 3.19757
H -3.78064 -3.02246 1.90397
H -2.37162 -4.09568 1.97928
H -3.08340 -3.47044 3.47947
H 0.09297 -3.42679 -0.07680
H -0.68908 -5.29984 -1.56766
H -2.95431 -5.17918 -2.60806
H -4.37887 -3.15979 -2.27406
H -3.52448 -1.25680 -0.85521
*
```

The calculation puts the LUMO energy at -3.344 eV. Its HOMO-LUMO gap is 7.437 eV. The value obtained for the relative energy (zero: lowest compared OMol25 entry of this formula, charge and spin) is 0.00 kcal/mol.

=====

2.
C26H44AsF6MnN5O14S3Si | ωB97M-V with the def2-TZVPD basis set

The geometry in ORCA input format:
```
! wB97M-V def2-TZVPD RIJCOSX def2/J DEFGRID3
* xyz -2 6
Mn 0.72004 1.21355 -0.75715
O 2.24880 4.58058 -0.65005
As 3.02023 3.30271 0.24850
O 3.66760 3.82901 1.64607
O 2.05753 1.91945 0.41774
C 4.41917 2.94856 -1.04865
C 5.62896 3.56817 -0.75703
C 6.69650 3.50112 -1.64354
C 6.55747 2.81365 -2.83704
C 5.35962 2.17615 -3.13156
C 4.30025 2.23795 -2.23925
S 2.86772 1.24687 -2.62363
O 1.68241 2.09820 -2.27213
O 2.95379 0.92670 -4.01988
O 2.89450 0.13371 -1.68608
H 1.32084 4.74415 -0.42235
H 5.71335 4.10674 0.17961
H 7.63116 3.99280 -1.40194
H 7.37857 2.76697 -3.54207
H 5.22964 1.62401 -4.05212
F -2.75414 4.72912 0.74123
C -2.77682 4.22895 -0.50503
F -3.36102 3.02482 -0.45358
F -3.56214 5.03267 -1.23831
S -1.07482 4.11013 -1.23526
O -0.38804 3.29316 -0.23436
O -0.65555 5.48911 -1.26453
N -1.23400 3.50350 -2.62333
S -1.58823 1.88877 -2.89719
O -0.94400 1.57054 -4.16347
O -0.96064 1.12985 -1.72379
C -3.73329 0.46338 -3.24794
F -4.63664 1.34564 -3.70017
F -3.57658 -0.47990 -4.19436
F -4.24954 -0.13157 -2.16034
C -3.44098 -1.75102 2.99785
C -3.49202 -1.44962 1.50203
C -4.64165 -0.49746 1.19024
C -3.63960 -2.74548 0.70797
O -2.30602 -0.81735 1.04341
Si -0.82304 -0.55799 1.67795
O 0.05505 0.16989 0.57961
O -0.93882 0.20776 3.12407
C -0.95740 1.59735 3.46876
C -1.44391 1.65079 4.91384
C 0.43960 2.18314 3.35575
C -1.92611 2.32520 2.54514
O -0.25161 -2.06993 2.02844
C 0.95264 -2.41778 2.71623
C 0.66461 -2.42864 4.21671
C 2.08013 -1.44029 2.39550
C 1.31214 -3.82149 2.23922
H -4.37464 -2.22530 3.31155
H -3.30290 -0.83353 3.57029
H -2.61169 -2.42166 3.22514
H -5.60170 -0.95866 1.43728
H -4.63151 -0.24075 0.13084
H -4.53618 0.42292 1.76624
H -4.56419 -3.26482 0.97433
H -2.79471 -3.40309 0.92049
H -3.64765 -2.53320 -0.36196
H -0.74777 1.11596 5.56292
H -2.42782 1.18521 5.00025
H -1.51259 2.68586 5.25473
H 1.12795 1.65970 4.02391
H 0.43159 3.23890 3.63643
H 0.82731 2.10483 2.34201
H -2.92590 1.89377 2.63164
H -1.59505 2.24084 1.50886
H -1.97782 3.38699 2.79225
H 0.30326 -1.45021 4.53099
H 1.56895 -2.67440 4.77898
H -0.10167 -3.17327 4.44517
H 1.86853 -0.44690 2.79247
H 2.22233 -1.33954 1.31961
H 3.01461 -1.79498 2.83755
H 0.46405 -4.49013 2.40100
H 2.17247 -4.20625 2.79252
H 1.55136 -3.82538 1.17482
C 1.16310 -2.32135 -1.29932
N 0.94593 -3.73051 -1.67249
C 1.31904 -3.88112 -3.07993
N 0.56093 -3.00037 -3.96889
C 0.79710 -1.60876 -3.53722
N 0.40072 -1.40181 -2.14280
C -1.02340 -1.72977 -2.01938
N -1.29844 -3.12659 -2.40006
C -0.48980 -3.99797 -1.55000
C -0.86193 -3.29871 -3.78503
H 2.22298 -2.08315 -1.39264
H 0.85027 -2.18117 -0.26493
H 1.14630 -4.92035 -3.38133
H 2.38324 -3.65443 -3.18508
H 0.22574 -0.92527 -4.16846
H 1.85679 -1.37790 -3.64526
H -1.58761 -1.07298 -2.67755
H -1.35036 -1.55632 -0.99507
H -0.68023 -5.04125 -1.82607
H -0.78141 -3.84411 -0.50802
H -1.44739 -2.63036 -4.42007
H -1.04589 -4.33494 -4.09046
*
```

The calculation puts the LUMO energy (alpha / beta) at 3.981 / 4.202 eV. Its HOMO-LUMO gap (alpha / beta) is 6.628 / 7.896 eV. The value obtained for the relative energy (zero: lowest compared OMol25 entry of this formula, charge and spin) is 51.25 kcal/mol.

=====

3.
C26H44BrCaNOP2 | ωB97M-V with the def2-TZVPD basis set

The geometry in ORCA input format:
```
! wB97M-V def2-TZVPD RIJCOSX def2/J DEFGRID3
* xyz 2 1
N -4.90946 4.62594 -1.68711
C -4.10862 5.18001 -0.77412
C -2.76079 4.79201 -0.59179
C -2.22155 3.79615 -1.43207
C -3.10719 3.14564 -2.32180
C -4.40781 3.64960 -2.46902
C -0.77911 3.55737 -1.45474
Ca 0.89308 3.14690 0.05207
P 4.11405 1.31650 0.36542
C -0.17473 2.32455 -1.77374
C -0.60203 1.00070 -1.38785
C 0.00846 -0.09677 -2.04827
C -0.12322 -1.36002 -1.56565
C -0.65259 -1.60864 -0.20644
C -1.46750 -0.48548 0.30213
C -1.45945 0.74511 -0.28302
Br 0.89220 -1.74458 1.09737
H -0.17225 4.49208 -1.56674
H 0.70982 2.32416 -2.42530
H -2.14427 5.27216 0.17557
H -2.77901 2.31546 -2.94666
H -4.55955 5.96752 -0.15891
H -5.06685 3.22769 -3.24273
H 0.67684 0.10166 -2.88943
H -2.07567 1.55046 0.13849
H 0.29488 -2.23813 -2.06607
H -1.96967 -0.63206 1.26081
P -1.47387 -3.29661 -0.10032
C 3.38171 2.96360 0.48309
C 4.28127 4.09658 1.02777
H 2.59085 2.78119 1.26646
H 3.03315 3.25925 -0.53390
H 3.67133 4.97620 1.26818
H 4.80841 3.80130 1.94523
H 5.01878 4.42766 0.28972
C 3.24412 0.16475 -0.76557
C 4.14727 -1.05411 -1.06652
H 2.97057 0.70779 -1.69001
H 2.31219 -0.19384 -0.28979
H 3.82013 -1.54727 -1.99328
H 5.19607 -0.74842 -1.21451
H 4.12653 -1.81119 -0.26575
C 3.69825 0.46710 1.95875
C 4.90068 -0.30831 2.52658
H 2.87158 -0.23708 1.75961
H 3.32321 1.21050 2.68013
H 4.58855 -1.07255 3.25382
H 5.45606 -0.80919 1.72207
H 5.59922 0.34943 3.05908
C -1.67790 -3.66512 1.64730
C -1.56645 -5.12414 2.05179
H -2.65338 -3.24998 1.93669
H -0.88987 -3.08503 2.15150
H -2.37335 -5.72639 1.61423
H -0.60580 -5.55440 1.74871
H -1.63039 -5.15224 3.15274
C -0.29269 -4.40541 -0.89847
C -0.50764 -4.64163 -2.39157
H -0.37043 -5.35016 -0.34776
H 0.71337 -4.01390 -0.68193
H -1.36676 -5.30506 -2.54638
H -0.67326 -3.71475 -2.95149
H 0.38826 -5.11957 -2.81022
C -3.07724 -3.22410 -0.92047
C -4.29731 -2.81900 -0.08741
H -3.22262 -4.24673 -1.30258
H -2.97167 -2.55389 -1.78553
H -4.34659 -1.73249 0.06036
H -5.20886 -3.11271 -0.62905
H -4.32284 -3.32258 0.88958
C -0.35643 1.74356 2.91184
O -0.34419 2.90126 2.03191
H -0.29665 2.08888 3.94866
H 0.52753 1.14947 2.66878
H -1.26458 1.14784 2.74032
H -0.92631 3.59553 2.37716
*
```

The calculation puts the LUMO energy at -6.426 eV. Its HOMO-LUMO gap is 5.847 eV. The value obtained for the relative energy (zero: lowest compared OMol25 entry of this formula, charge and spin) is 0.00 kcal/mol.

=====

4.
C26H44BrFeN3P2S | ωB97M-V with the def2-TZVPD basis set

The geometry in ORCA input format:
```
! wB97M-V def2-TZVPD RIJCOSX def2/J DEFGRID3
* xyz 2 5
N -5.08894 3.09260 -4.18691
C -4.96234 3.41033 -2.90066
C -4.09266 2.75568 -2.02857
C -3.19820 1.77955 -2.52767
C -3.42277 1.36902 -3.86776
C -4.34869 2.08457 -4.64668
C -1.92068 1.57390 -1.82915
Fe -0.34914 0.20606 -1.20197
P 3.19709 -0.37141 -1.07091
C -0.73369 1.28903 -2.64798
C 0.27815 2.30399 -2.89923
C 1.10646 2.11281 -4.01952
C 2.24025 2.88786 -4.15427
C 2.49856 3.84294 -3.17884
C 1.62041 4.18251 -2.16520
C 0.42853 3.46224 -2.10586
Br 4.08390 4.82666 -3.42890
H -1.88371 2.17161 -0.87245
H -0.81076 0.50226 -3.40701
H -3.95518 3.14882 -1.02522
H -2.75901 0.66820 -4.37806
H -5.57663 4.23644 -2.55005
H -4.47482 1.84354 -5.70080
H 0.90897 1.34174 -4.77094
H -0.39253 3.82446 -1.48792
H 2.94743 2.81396 -4.96554
H 1.86035 4.98682 -1.48427
P -1.30045 -2.04430 -1.41454
C 3.31556 1.43581 -0.84554
C 4.75685 1.92328 -1.07006
H 3.02387 1.64362 0.19435
H 2.59956 1.96239 -1.49235
H 4.85172 2.98183 -0.79523
H 5.44610 1.33961 -0.44084
H 5.07443 1.83968 -2.11924
C 2.64126 -0.67031 -2.78490
C 3.69398 -1.47910 -3.55167
H 2.47405 0.31870 -3.23640
H 1.68109 -1.20788 -2.77526
H 3.41831 -1.57102 -4.60904
H 4.68100 -1.00096 -3.49600
H 3.78788 -2.49094 -3.13586
C 2.07874 -0.94434 0.21846
C 2.78690 -1.52706 1.45662
H 1.40757 -1.69697 -0.23100
H 1.49280 -0.05326 0.50788
H 2.08791 -2.13324 2.04946
H 3.64250 -2.15805 1.16901
H 3.17702 -0.75235 2.13316
C -1.16787 -2.98344 0.17445
C -1.52543 -4.47068 0.09318
H -1.83454 -2.46964 0.88529
H -0.14666 -2.83864 0.55726
H -2.61309 -4.60979 0.16552
H -1.17433 -4.93646 -0.83959
H -1.04952 -5.00237 0.93345
C -0.25598 -2.93328 -2.65009
C -0.26830 -2.30411 -4.04823
H -0.64408 -3.96011 -2.69955
H 0.76873 -3.00023 -2.24685
H -1.24574 -2.43842 -4.53247
H -0.05799 -1.22500 -4.03143
H 0.49379 -2.76755 -4.69145
C -3.00415 -2.48059 -1.95081
C -4.20583 -2.24315 -1.02057
H -2.97792 -3.54980 -2.22308
H -3.14514 -1.91641 -2.88688
H -5.00174 -1.74089 -1.58379
H -4.62253 -3.18479 -0.63014
H -3.98529 -1.60646 -0.15840
N -0.59068 -0.54947 2.93462
C -0.61897 0.32910 1.91511
N 0.34151 1.27618 1.84280
S -1.81610 0.18712 0.69393
H 0.28905 -0.75405 3.40577
H -1.27407 -1.30335 2.91977
H 0.30977 1.97352 1.09700
H 0.95659 1.47012 2.62488
*
```

The calculation puts the LUMO energy (alpha / beta) at -6.415 / -9.218 eV. Its HOMO-LUMO gap (alpha / beta) is 6.217 / 3.868 eV. The value obtained for the relative energy (zero: lowest compared OMol25 entry of this formula, charge and spin) is 3.61 kcal/mol.

=====

5.
C26H44BrNOP2Pd | ωB97M-V with the def2-TZVPD basis set

The geometry in ORCA input format:
```
! wB97M-V def2-TZVPD RIJCOSX def2/J DEFGRID3
* xyz 0 1
N -6.42658 4.54526 -4.14538
C -6.14621 4.89060 -2.89194
C -5.13153 4.25082 -2.18513
C -4.35007 3.21998 -2.77803
C -4.68895 2.86213 -4.10459
C -5.74707 3.55885 -4.72386
C -3.28825 2.72348 -1.89670
Pd 0.56640 0.00653 -0.55503
P 2.77957 -0.42948 -0.16854
C -2.15311 1.92862 -1.90649
C -1.34171 1.96385 -0.72005
C 0.09847 2.02719 -0.84264
C 0.81497 2.64303 0.24736
C 0.16382 3.12102 1.39143
C -1.19786 2.85264 1.56929
C -1.91433 2.24669 0.54434
Br 1.18167 3.80901 2.74147
H -3.40893 3.25816 -0.94699
H -1.76537 1.44324 -2.80203
H -4.93942 4.60332 -1.17357
H -4.17791 2.09329 -4.67684
H -6.73073 5.69042 -2.42545
H -6.07931 3.31888 -5.73652
H 0.52359 2.02098 -1.84971
H -2.98348 2.05652 0.70054
H 1.90644 2.80329 0.19193
H -1.67568 3.14058 2.49782
P -0.37230 -2.00921 -0.15062
C 3.77786 1.06689 0.20524
C 5.30965 1.01376 0.14112
H 3.46651 1.39052 1.20931
H 3.44101 1.82473 -0.51668
H 5.70189 2.01425 0.39711
H 5.74087 0.32077 0.88254
H 5.67511 0.75696 -0.86549
C 3.78878 -1.50310 -1.28836
C 5.03420 -2.17118 -0.70337
H 4.06546 -0.85871 -2.13591
H 3.12178 -2.26943 -1.71590
H 5.52840 -2.76421 -1.47844
H 5.76451 -1.44015 -0.34561
H 4.79955 -2.85681 0.11883
C 2.78154 -1.32467 1.44891
C 4.01352 -1.21913 2.34402
H 2.58375 -2.37578 1.19422
H 1.90397 -0.96789 2.01883
H 3.92958 -1.96792 3.15048
H 4.93996 -1.43719 1.79631
H 4.07701 -0.23896 2.83264
C -0.12769 -2.79228 1.48554
C -0.95138 -4.05458 1.74468
H -0.28659 -2.01868 2.26341
H 0.93203 -3.06636 1.53759
H -2.02710 -3.83984 1.82006
H -0.77184 -4.80687 0.96315
H -0.61114 -4.48963 2.69496
C 0.03964 -3.37399 -1.28144
C 0.06199 -2.99608 -2.76446
H -0.65515 -4.21024 -1.08735
H 1.03469 -3.73287 -0.96913
H -0.93791 -3.05479 -3.20516
H 0.45880 -1.98036 -2.90626
H 0.71091 -3.69398 -3.31061
C -2.18545 -1.77656 -0.24857
C -2.77799 -1.23484 1.06308
H -2.65692 -2.72454 -0.58147
H -2.32427 -1.04826 -1.06942
H -3.37359 -0.33726 0.85217
H -3.42820 -1.97768 1.54969
H -2.01144 -0.91823 1.78464
C -0.29724 -0.37254 4.94865
O -0.03582 -0.41156 3.54771
H -1.35277 -0.11090 5.10923
H 0.33891 0.34409 5.49042
H -0.13477 -1.37263 5.37079
H 0.40919 0.41904 3.30426
*
```

The calculation puts the LUMO energy (alpha / beta) at -0.092 / -0.092 eV. Its HOMO-LUMO gap (alpha / beta) is 5.738 / 5.739 eV. The value obtained for the relative energy (zero: lowest compared OMol25 entry of this formula, charge and spin) is 2.71 kcal/mol.

=====

Energy / eV: -62464.8654, -212648.1076, -138256.1310, -165970.9552, -123311.9568